No. 1
Molecular formula: C21H42FeN4O7S
Method: DFT, ωB97M-V/def2-TZVPD

Properties
- <S²> = 1.193
- charge = +1
- spin multiplicity = 2
- E_LUMO (spin up / spin down) (eV) = -5.75 / -4.16
- frontier orbital gap (spin up / spin down) (Ha) = 0.2096 / 0.2682

The geometry in XYZ format:
```
76
Properties=species:S:1:pos:R:3:forces:R:3
Fe -0.605 -0.555 0.603 -1.220 -0.191 1.126
C -1.018 0.780 -3.533 -0.111 -0.188 0.101
C -1.997 0.702 -2.366 0.138 0.586 -0.106
C -2.239 2.100 -1.706 -0.021 -0.300 0.111
C -1.171 2.967 -0.982 -0.129 0.427 -0.292
C -0.121 3.549 -1.924 -0.002 -0.101 0.084
C -1.910 4.094 -0.265 0.032 -0.093 0.085
N -0.518 2.082 0.035 0.227 -0.298 -0.031
C 0.243 2.550 1.218 0.111 0.052 0.262
C 1.229 1.486 1.762 0.333 0.172 0.030
N 0.674 0.172 2.206 -0.901 -0.518 -1.766
C -0.208 0.316 3.367 -0.759 -0.484 0.209
C -1.115 -0.933 3.476 0.999 1.279 0.874
O -1.374 -1.395 4.559 -0.306 -0.275 -0.404
O -1.496 -1.363 2.322 0.132 -0.534 -2.212
C 1.656 -0.969 2.442 0.546 -0.259 -0.048
C 3.136 -0.697 2.091 -0.103 0.291 -0.020
C 1.186 -2.425 2.100 -0.253 0.107 0.080
C 0.879 -3.102 0.735 0.497 -0.490 0.142
C 0.690 -4.593 1.063 -0.206 0.052 -0.068
C 1.985 -2.975 -0.300 -0.314 0.087 -0.073
N -0.431 -2.597 0.213 -0.033 2.276 0.557
C -0.888 -2.844 -1.167 -0.116 -0.128 -0.376
C -1.051 -1.595 -2.039 -0.118 -0.117 -0.372
N -1.783 -0.461 -1.424 0.843 -0.731 1.297
C -3.066 -0.837 -0.825 -0.463 0.284 0.464
C -3.446 0.165 0.295 -0.521 -0.766 -1.041
O -4.598 0.481 0.449 0.275 0.188 0.297
O -2.414 0.579 0.963 1.423 0.160 0.474
H -1.243 1.679 -4.105 -0.002 0.014 -0.003
H -1.143 -0.066 -4.208 0.048 0.012 -0.008
H 0.020 0.818 -3.226 0.018 0.062 -0.069
H -2.976 0.509 -2.824 0.006 -0.123 0.104
H -3.085 2.003 -1.026 -0.054 0.105 -0.024
H -2.605 2.722 -2.525 -0.020 -0.004 -0.008
H -0.621 4.078 -2.733 0.003 0.027 -0.001
H 0.511 2.780 -2.365 -0.021 0.026 -0.036
H 0.511 4.271 -1.403 0.032 -0.025 -0.004
H -2.465 4.691 -0.987 -0.004 -0.013 -0.022
H -1.214 4.760 0.247 0.001 0.005 -0.001
H -2.622 3.697 0.462 -0.012 0.013 -0.002
H -1.341 1.546 0.405 -0.028 0.039 0.028
H 0.136 1.422 -0.498 -0.200 0.137 0.146
H -0.465 2.875 1.980 -0.014 0.040 -0.046
H 0.859 3.408 0.949 -0.004 0.007 -0.015
H 1.725 1.972 2.609 0.001 -0.107 0.052
H 1.974 1.278 1.003 0.040 -0.029 0.059
H -0.892 1.154 3.220 0.104 0.073 -0.015
H 0.343 0.444 4.300 0.113 0.084 -0.093
H 1.713 -1.053 3.534 -0.036 0.115 0.010
H 3.440 -1.083 0.172 -0.021 0.141 -0.098
H 3.692 -1.586 2.402 -0.055 -0.001 0.125
H 3.484 0.129 2.715 0.010 -0.029 0.036
H 0.315 -2.622 2.720 0.110 -0.158 0.082
H 1.983 -3.033 2.532 0.026 0.001 -0.010
H 1.633 -5.044 1.369 0.023 0.023 -0.013
H 0.334 -5.127 0.180 0.033 -0.026 -0.003
H -0.036 -4.735 1.866 0.012 0.000 0.008
H 2.952 -3.148 0.175 0.002 -0.001 0.030
H 1.978 -2.007 -0.790 0.125 -0.009 0.014
H 1.885 -3.733 -1.077 0.030 -0.025 0.003
H -1.145 -2.876 0.886 0.035 -0.080 -0.008
H -1.833 -3.384 -1.124 0.068 -0.101 0.073
H -0.176 -3.474 -1.699 -0.019 -0.094 0.081
H -1.554 -1.932 -2.953 0.032 0.028 -0.016
H -0.063 -1.236 -2.309 -0.030 0.023 -0.058
H -2.992 -1.805 -0.324 -0.010 -0.033 -0.113
H -3.885 -0.871 -1.548 0.070 -0.102 -0.056
C 3.115 1.856 -1.387 -0.420 -0.498 -0.075
S 2.061 0.477 -1.995 0.468 0.449 -0.174
O 3.468 -0.333 0.780 -0.043 -0.012 0.033
O 2.977 -0.669 -2.062 0.272 -0.242 -0.037
O 1.064 0.247 -0.802 -0.731 -0.233 0.704
H 3.691 2.163 -2.258 0.008 0.047 0.006
H 2.495 2.681 -1.036 0.023 0.020 -0.040
H 3.769 1.476 -0.609 0.028 -0.036 0.070
```
Positions in Å, forces in eV/Å.

No. 2
Molecular formula: C21H42GeN6OPPdS3
Method: DFT, ωB97M-V/def2-TZVPD

Properties
- energy relative to the best compared isomer or geometry (same formula, charge and spin) (kJ/mol) = 143.1
- charge = +3
- E_LUMO (spin up / spin down) (eV) = -11.12 / -11.12
- frontier orbital gap (spin up / spin down) (Ha) = 0.1822 / 0.1823

The geometry in XYZ format:
```
76
Properties=species:S:1:pos:R:3:forces:R:3
Pd -1.058 -0.462 0.260 -2.802 0.180 -1.307
N -0.438 1.815 2.726 -0.019 -0.294 0.211
C -0.922 0.620 3.079 0.026 0.177 0.342
N -1.355 -0.295 2.213 0.115 0.195 -0.366
C -1.826 -1.453 2.844 -0.044 -0.049 0.638
C -1.732 -1.404 4.188 -0.023 -0.149 -0.374
S -1.061 0.092 4.720 0.047 0.211 -0.324
C -2.370 -2.500 2.003 -0.397 -0.638 0.117
C -2.987 -3.641 2.387 0.211 0.410 0.144
S -3.496 -4.552 1.027 0.121 0.285 -0.472
C -2.834 -3.329 -0.028 -0.161 -0.478 0.161
N -2.301 -2.317 0.625 1.211 0.760 0.300
N -2.878 -3.426 -1.360 -0.054 0.013 0.059
H -0.443 2.085 1.755 0.050 0.103 -0.056
H -0.123 2.471 3.422 0.029 0.011 -0.025
H -2.016 -2.170 4.892 -0.003 0.058 0.062
H -3.186 -3.986 3.389 -0.025 -0.024 -0.022
H -3.286 -4.224 -1.815 0.014 -0.026 -0.010
H -2.357 -2.762 -1.902 0.103 0.029 -0.057
C -2.587 -0.067 -3.523 0.334 -0.094 0.077
P -0.896 -0.609 -3.193 -0.085 0.257 -0.759
C -0.557 -2.087 -4.164 -0.024 0.248 0.242
C 0.217 0.667 -3.808 -0.196 -0.222 0.177
O -0.667 -0.938 -1.712 -0.131 -0.010 0.756
H -2.823 -0.209 -4.578 0.003 -0.004 0.000
H -2.680 0.990 -3.281 -0.045 0.020 0.028
H -3.289 -0.637 -2.914 -0.022 -0.025 -0.045
H -0.526 -1.820 -5.222 -0.026 -0.022 -0.008
H -1.322 -2.849 -4.018 -0.001 -0.010 -0.004
H 0.413 -2.486 -3.869 0.002 -0.027 -0.032
H 0.068 0.777 -4.884 0.004 0.022 -0.002
H 1.249 0.368 -3.624 0.011 0.017 -0.044
H 0.011 1.621 -3.322 0.021 0.001 0.005
C -2.824 4.674 -1.142 0.095 0.174 -0.167
N -3.291 3.810 -0.074 0.145 -0.180 -0.107
C -4.386 4.220 0.817 -0.180 0.087 0.130
C -4.587 2.994 1.726 -0.118 0.082 0.004
N -3.454 2.141 1.336 -0.031 0.064 -0.075
C -2.812 2.634 0.273 -0.463 -0.203 0.706
S -1.495 1.870 -0.526 1.108 -0.747 -0.076
H -2.516 5.639 -0.739 -0.005 -0.041 0.058
H -3.621 4.842 -1.866 -0.020 -0.055 0.041
H -1.975 4.217 -1.645 -0.013 0.017 0.006
H -5.273 4.462 0.234 0.030 -0.017 -0.031
H -4.093 5.111 1.374 0.065 -0.019 -0.029
H -5.535 2.494 1.533 0.042 -0.043 -0.030
H -4.536 3.245 2.783 0.029 0.016 -0.010
H -3.365 1.184 1.627 0.052 -0.058 -0.026
C 5.727 1.627 0.459 -0.005 0.037 -0.065
C 4.228 1.485 0.685 -0.013 -0.092 0.036
C 3.468 1.152 -0.594 0.122 -0.081 0.125
C 1.952 1.059 -0.392 -0.664 -0.342 0.087
Ge 1.349 -0.518 0.665 2.560 -0.081 0.082
C 1.732 -2.382 0.082 -0.749 0.326 -0.079
C 3.233 -2.678 0.009 0.212 0.124 0.161
C 3.978 -2.396 1.310 -0.047 0.094 -0.046
C 5.452 -2.767 1.236 -0.025 -0.060 -0.032
H 6.234 1.874 1.390 0.042 -0.022 -0.017
H 5.937 2.423 -0.257 -0.002 0.005 0.022
H 6.163 0.708 0.064 -0.012 -0.028 0.041
H 3.835 2.414 1.109 -0.046 -0.014 -0.008
H 4.044 0.700 1.429 0.021 0.100 0.042
H 3.856 0.230 -1.035 0.031 0.030 -0.013
H 3.638 1.945 -1.329 0.010 -0.044 -0.021
H 1.434 0.980 -1.349 0.008 0.066 0.003
H 1.585 1.957 0.112 -0.015 -0.030 -0.005
H 1.579 -0.350 2.187 -0.407 0.046 -0.152
H 1.250 -2.529 -0.886 -0.014 -0.029 0.025
H 1.246 -3.041 0.805 -0.004 0.018 0.007
H 3.692 -2.112 -0.805 -0.009 -0.037 -0.021
H 3.335 -3.736 -0.245 -0.016 0.021 -0.053
H 3.501 -2.937 2.134 -0.029 0.010 -0.009
H 3.888 -1.326 1.547 0.027 -0.060 0.057
H 5.568 -3.836 1.049 0.009 0.008 0.022
H 5.959 -2.534 2.170 0.038 -0.003 -0.018
H 5.957 -2.236 0.427 -0.002 0.039 0.019
```
Positions in Å, forces in eV/Å.

No. 3
Molecular formula: C21H42IrNO3P3
Method: DFT, ωB97M-V/def2-TZVPD

Properties
- <S²> = 8.790
- charge = +4
- spin multiplicity = 6
- E_LUMO (spin up / spin down) (eV) = -10.38 / -15.35
- frontier orbital gap (spin up / spin down) (Ha) = 0.2242 / 0.1527

The geometry in XYZ format:
```
71
Properties=species:S:1:pos:R:3:forces:R:3
P -1.068 2.072 -3.107 -3.081 1.837 -2.465
C -2.203 3.225 -2.250 0.746 -0.393 1.567
H -2.844 3.741 -2.979 0.299 -0.257 -0.065
H -1.606 3.953 -1.680 -0.331 -0.004 -0.258
H -2.815 2.648 -1.541 0.040 0.273 -0.257
C -0.467 3.105 -4.487 1.798 -0.349 0.533
H 0.198 2.484 -5.108 -0.214 0.406 -0.045
H 0.117 3.936 -4.064 -0.159 -0.138 -0.369
H -1.312 3.479 -5.081 -0.026 -0.229 0.333
C -2.298 1.020 -3.980 0.619 -1.375 0.861
H -2.789 1.596 -4.776 0.292 0.140 0.198
H -3.044 0.656 -3.261 0.156 0.073 -0.238
H -1.784 0.153 -4.416 -0.344 0.195 -0.159
P -1.047 -3.849 0.635 0.283 -0.247 0.227
C -2.236 -3.185 1.825 -0.108 0.114 0.068
H -2.697 -4.015 2.381 0.021 0.305 -0.115
H -3.007 -2.612 1.287 0.149 -0.268 0.236
H -1.704 -2.510 2.514 -0.238 -0.347 -0.180
C -1.962 -4.806 -0.607 0.005 0.255 -0.021
H -1.259 -5.262 -1.319 -0.314 -0.037 0.265
H -2.622 -4.114 -1.154 0.081 -0.353 0.162
H -2.560 -5.582 -0.108 0.116 0.123 -0.258
C 0.064 -4.983 1.514 0.017 0.108 0.035
H -0.498 -5.866 1.850 0.250 0.179 -0.034
H 0.493 -4.451 2.377 -0.152 -0.242 -0.238
H 0.882 -5.287 0.844 -0.280 -0.051 0.284
P 2.666 0.040 1.843 -2.311 -2.447 -2.193
C 2.218 0.857 3.358 0.092 0.195 0.509
H 3.084 1.414 3.748 -0.209 -0.170 -0.048
H 1.898 0.112 4.103 0.158 0.206 -0.218
H 1.393 1.562 3.172 0.316 -0.333 -0.046
C 4.055 -1.080 1.887 0.872 0.280 0.549
H 4.985 -0.519 2.060 -0.029 -0.237 0.010
H 4.139 -1.632 0.939 -0.162 0.338 0.375
H 3.917 -1.802 2.706 0.024 0.235 -0.214
C 2.737 1.152 0.449 0.394 0.852 -0.117
H 3.484 1.934 0.650 -0.056 -0.119 -0.211
H 1.747 1.623 0.315 0.576 -0.349 0.128
H 3.017 0.619 -0.470 -0.027 0.150 0.439
Ir 0.661 -2.027 -0.822 -3.976 4.043 6.772
C -0.937 -1.038 -0.411 -1.703 1.071 0.268
O -1.872 -0.410 -0.146 1.949 -1.195 -0.499
C 1.237 -1.116 1.306 2.437 1.803 -1.419
O 0.476 -1.497 2.176 -1.848 -1.199 1.805
C 2.387 -3.192 -1.206 1.181 -1.403 0.253
C 2.650 -1.861 -1.525 1.915 0.739 -0.894
C 1.795 -1.165 -2.383 1.518 1.702 -1.095
C 0.652 -1.790 -2.881 -0.381 0.585 -1.907
C 0.384 -3.122 -2.565 -0.661 -1.606 -1.300
C 1.261 -3.824 -1.730 0.516 -2.756 -0.988
H 3.019 -3.719 -0.502 -0.075 0.038 -0.019
H 3.489 -1.352 -1.067 -0.040 -0.102 -0.154
H 1.957 -0.112 -2.589 0.176 -0.176 -0.065
H -0.060 -1.218 -3.467 0.086 -0.182 0.048
H -0.525 -3.586 -2.917 -0.026 -0.058 -0.042
H 1.031 -4.839 -1.439 0.125 -0.079 -0.143
C -1.750 4.700 2.977 -0.767 0.192 -0.035
N -1.473 3.451 2.288 -0.948 -0.570 2.359
C -2.067 2.252 2.841 -0.912 -0.246 -0.304
C -0.487 3.313 1.362 2.223 -0.960 -2.654
C 0.184 4.574 0.899 0.121 -0.174 -0.156
O -0.187 2.174 0.933 -1.128 2.155 1.119
H -2.629 4.545 3.611 0.277 0.109 -0.106
H -1.962 5.506 2.262 0.179 -0.140 0.069
H -0.909 5.020 3.614 0.083 -0.186 -0.220
H -2.136 1.474 2.075 0.194 0.130 0.157
H -1.474 1.863 3.685 0.060 0.232 -0.096
H -3.063 2.510 3.210 0.193 -0.087 0.066
H 0.872 4.326 0.088 -0.075 0.068 0.178
H -0.554 5.302 0.534 0.213 -0.085 0.170
H 0.756 5.029 1.721 -0.172 0.016 -0.198
```
Positions in Å, forces in eV/Å.

No. 4
Molecular formula: C21H42N3O6P
Method: DFT, ωB97M-V/def2-TZVPD

Properties
- <S²> = 2.009
- charge = 0
- spin multiplicity = 3
- E_LUMO (spin up / spin down) (eV) = 0.24 / -0.05
- frontier orbital gap (spin up / spin down) (Ha) = 0.3256 / 0.3387

The geometry in XYZ format:
```
73
Properties=species:S:1:pos:R:3:forces:R:3
N 7.153 -2.075 6.369 -0.487 0.716 0.269
C 5.932 -1.283 6.069 -0.727 -3.207 -0.733
O 6.052 0.157 5.894 -2.599 -0.853 1.508
C 4.877 0.639 6.576 -1.726 1.344 0.009
O 4.081 1.537 6.283 4.121 -3.470 1.113
O 4.730 -0.209 7.743 -0.771 0.366 -1.969
C 4.817 -1.573 7.193 0.118 1.545 1.166
P 3.055 -2.024 6.622 -1.442 2.393 -2.282
O 2.599 -1.283 5.350 1.351 -1.696 2.219
H 6.869 -3.068 6.302 0.315 0.831 -0.194
H 7.472 -1.952 7.343 -0.285 0.198 -0.654
H 5.519 -1.752 5.109 0.715 1.069 0.987
H 5.084 -2.258 8.079 0.083 0.969 -1.540
H 2.182 -1.587 7.698 0.964 -0.663 -0.217
H 2.921 -3.451 6.554 0.358 0.467 0.258
C 1.479 -1.042 1.926 -0.483 -0.080 -0.006
C 2.789 -0.625 1.200 -0.615 -0.489 1.992
C 3.090 0.888 1.357 0.116 0.240 -0.393
C 2.305 1.807 0.432 -0.061 0.025 0.039
C 2.397 1.327 -1.011 0.280 0.032 0.291
C 1.959 -0.143 -1.160 -1.725 0.287 -1.135
N 2.697 -1.059 -0.228 3.972 1.449 -1.035
O 3.967 -1.191 -0.703 -2.403 -0.383 0.636
C 0.429 -0.209 -0.930 -0.151 -0.035 0.349
C 2.117 -0.574 -2.640 0.655 -0.258 0.204
C 3.896 -1.354 2.019 0.374 -0.008 -0.722
H 0.654 -1.284 1.260 0.106 0.209 -0.112
H 1.618 -1.962 2.504 0.216 0.244 0.024
H 1.132 -0.269 2.618 0.115 -0.102 -0.045
H 4.155 1.066 1.161 -0.050 -0.253 -0.052
H 2.924 1.198 2.394 -0.004 -0.328 -0.033
H 1.264 1.873 0.760 -0.018 -0.030 -0.080
H 2.710 2.823 0.502 -0.056 -0.089 0.037
H 1.778 1.973 -1.643 -0.062 -0.288 -0.066
H 3.427 1.457 -1.368 -0.034 -0.224 0.050
H 0.065 -1.240 -0.979 0.089 0.060 0.047
H -0.107 0.357 -1.699 0.293 -0.042 -0.074
H 0.109 0.225 0.017 0.067 -0.106 0.005
H 3.138 -0.453 -3.008 -0.047 -0.113 0.219
H 1.482 0.034 -3.291 -0.066 0.041 0.325
H 1.824 -1.620 -2.779 0.071 0.103 0.094
H 3.821 -2.441 1.920 -0.062 0.099 -0.100
H 3.800 -1.113 3.084 -0.388 0.099 -0.222
H 4.905 -1.054 1.724 -0.162 -0.062 -0.194
C -3.531 2.025 -4.825 -0.167 0.077 -0.427
C -3.689 1.470 -3.382 1.560 0.752 -1.183
C -3.231 -0.009 -3.269 -0.297 -0.253 0.237
C -4.236 -1.042 -3.757 0.009 -0.030 -0.076
C -5.607 -0.793 -3.140 0.369 0.016 0.171
C -6.100 0.647 -3.388 -1.614 -0.418 -1.257
N -5.103 1.679 -2.946 0.636 -1.668 3.941
O -5.116 1.707 -1.585 -0.264 0.527 -2.450
C -6.431 0.783 -4.895 0.273 0.095 -0.233
C -7.475 0.840 -2.700 0.384 0.271 0.567
C -2.641 2.294 -2.573 -0.655 -0.117 0.578
H -4.470 2.180 -5.352 -0.010 -0.216 0.102
H -3.073 3.020 -4.824 0.073 -0.205 0.181
H -2.905 1.376 -5.446 -0.053 0.047 0.105
H -3.016 -0.240 -2.218 -0.095 0.251 -0.006
H -2.286 -0.152 -3.803 -0.064 0.302 0.027
H -4.286 -1.032 -4.849 -0.088 0.019 0.012
H -3.890 -2.043 -3.478 0.004 0.097 -0.055
H -6.321 -1.514 -3.553 -0.114 0.280 -0.008
H -5.559 -1.000 -2.064 0.004 0.227 -0.035
H -6.746 1.802 -5.140 0.078 -0.065 0.067
H -7.254 0.117 -5.172 0.042 0.043 0.294
H -5.607 0.509 -5.552 0.013 0.097 0.068
H -7.441 0.640 -1.627 0.173 0.147 -0.112
H -8.218 0.154 -3.117 0.288 0.019 -0.173
H -7.849 1.859 -2.847 0.128 -0.095 0.027
H -2.909 3.353 -2.529 -0.075 -0.127 -0.026
H -1.656 2.223 -3.047 -0.286 -0.122 -0.220
H -2.518 1.931 -1.549 -0.208 0.038 -0.096
```
Positions in Å, forces in eV/Å.